(1)
Entry from OMol25: a molecular structure, C32H27AuN10OS (wB97M-V/def2-TZVPD).

expectation value of S²	2.008
2S+1	3
HOMO-LUMO gap (alpha / beta)	7.715 / 6.512	eV
total charge	0
HOMO level (alpha / beta)	-7.327 / -7.599	eV

Cartesian coordinates (Å):
Au  1.1042  -1.5399  -0.3523
C  0.5028  -1.2605  -3.6841
N  0.9652  -2.0767  -2.5758
C  1.3901  -3.2767  -2.7693
C  1.8703  -4.0642  -1.6904
C  2.2934  -5.3951  -1.6189
C  2.6342  -5.6218  -0.2856
C  2.4103  -4.4145  0.3929
N  1.9578  -3.4800  -0.4504
C  1.3350  -0.0095  -3.8401
C  0.8335  1.2289  -3.4599
C  1.6178  2.3714  -3.5740
C  2.9060  2.2821  -4.0806
C  3.4111  1.0459  -4.4678
C  2.6293  -0.0927  -4.3435
H  -0.5344  -0.9671  -3.5004
H  0.5341  -1.8466  -4.6093
H  1.3890  -3.7041  -3.7755
H  2.3243  -6.0976  -2.4389
H  3.0113  -6.5342  0.1504
H  2.5808  -4.1883  1.4369
H  -0.1721  1.2986  -3.0578
H  1.2201  3.3287  -3.2585
H  3.5160  3.1721  -4.1767
H  4.4155  0.9696  -4.8663
H  3.0304  -1.0599  -4.6291
C  2.7092  1.6711  3.9358
N  2.4348  0.4025  3.2741
C  2.5803  0.1033  1.9839
N  2.0460  -1.0766  1.7420
C  1.5566  -1.4586  2.9551
N  1.7657  -0.5860  3.9127
C  1.4319  2.3778  4.3308
C  1.2589  2.8428  5.6251
C  0.0617  3.4385  6.0047
C  -0.9787  3.5489  5.1010
C  -0.8072  3.0812  3.7993
C  0.3994  2.5113  3.4110
C  -1.9397  3.0884  2.8739
N  -3.1791  3.3295  3.1290
N  -3.8814  3.0457  1.9619
C  -3.0088  2.6614  1.0976
O  -1.7497  2.6797  1.6010
C  -3.2094  2.0643  -0.2330
C  -2.7105  2.6337  -1.3992
C  -2.8299  1.9473  -2.5963
C  -3.3787  0.6694  -2.6193
C  -3.8540  0.0881  -1.4520
C  -4.2354  -1.3788  -1.3969
N  -3.2497  -2.0955  -0.5912
C  -2.0157  -2.4632  -0.9584
N  -1.2787  -2.7200  0.0999
C  -2.1447  -2.4954  1.1260
N  -3.3440  -2.0999  0.7574
C  -3.8041  0.8115  -0.2662
H  3.2834  2.2673  3.2281
H  3.3213  1.4815  4.8142
H  3.0676  0.7371  1.2601
H  1.0387  -2.3911  3.1168
H  2.0600  2.7322  6.3481
H  -0.0665  3.7913  7.0201
H  -1.9354  3.9672  5.3861
H  0.5062  2.1367  2.3960
H  -2.2211  3.5994  -1.3656
H  -2.4577  2.3900  -3.5124
H  -3.4129  0.1146  -3.5519
H  -4.2333  -1.8157  -2.3935
H  -5.2051  -1.5355  -0.9328
H  -1.6854  -2.5125  -1.9859
H  -1.8756  -2.6058  2.1655
H  -4.1614  0.3693  0.6554
S  0.1561  0.5835  -0.3334


(2)
Entry from OMol25: a molecular structure, C32H27Cl3O2OsPS4Sb (wB97M-V/def2-TZVPD).

expectation value of S²	8.783
2S+1	6
HOMO-LUMO gap (alpha / beta)	6.960 / 5.516	eV
total charge	+1
HOMO level (alpha / beta)	-10.108 / -10.759	eV

Cartesian coordinates (Å):
Os  -0.5736  -0.7485  0.1244
Cl  2.9951  -6.8365  2.3942
C  2.3554  -5.4334  1.6152
C  1.2351  -4.8159  2.1314
C  0.7358  -3.7036  1.4803
Cl  -0.6421  -2.8827  2.1397
C  1.2766  -3.1873  0.2977
O  0.7574  -2.1612  -0.3840
C  2.4501  -3.8147  -0.1442
Cl  3.2774  -3.1386  -1.4961
C  2.9761  -4.9235  0.4888
H  0.7638  -5.1892  3.0302
H  3.8789  -5.3812  0.1062
S  -5.3718  0.5898  0.0174
Sb  -3.7554  -0.3072  1.4615
S  -2.8483  -1.9122  -0.0901
S  -1.7535  1.0490  0.7882
C  -3.5869  2.2231  5.9862
C  -2.3972  1.5953  5.3111
C  -1.5116  2.3662  4.5554
C  -0.4042  1.7980  3.9489
C  -0.1703  0.4400  4.1086
C  -1.0396  -0.3506  4.8494
C  -2.1474  0.2296  5.4447
S  1.1458  -0.4137  3.2788
C  2.5044  0.7046  3.5729
O  0.9358  -0.3012  1.7706
H  -3.8301  3.1895  5.5461
H  -3.3796  2.3804  7.0468
H  -4.4645  1.5784  5.9186
H  -1.6998  3.4272  4.4303
H  0.2481  2.4109  3.3389
H  -0.8481  -1.4135  4.9612
H  -2.8262  -0.3826  6.0275
H  2.2554  1.6941  3.1961
H  3.3510  0.2925  3.0262
H  2.7157  0.7205  4.6422
C  2.3276  3.8745  -0.6100
C  1.1491  4.0831  -1.3117
C  0.4106  3.0017  -1.7740
C  0.8616  1.7088  -1.5313
C  2.0419  1.4969  -0.8131
C  2.7774  2.5815  -0.3640
P  -0.1158  0.2621  -1.9995
C  0.8622  -0.7423  -3.1312
C  2.0847  -0.3175  -3.6361
C  2.6999  -1.0486  -4.6454
C  2.0943  -2.1905  -5.1462
C  0.8764  -2.6212  -4.6300
C  0.2639  -1.9044  -3.6199
C  -1.4613  0.8275  -3.0688
C  -2.7417  1.0643  -2.5872
C  -3.7289  1.5401  -3.4388
C  -3.4390  1.7767  -4.7736
C  -2.1590  1.5434  -5.2593
C  -1.1702  1.0663  -4.4149
H  2.9040  4.7216  -0.2579
H  0.8040  5.0911  -1.5053
H  -0.5075  3.1641  -2.3254
H  2.3817  0.4850  -0.6147
H  3.7019  2.4192  0.1760
H  2.5466  0.5899  -3.2655
H  3.6477  -0.7136  -5.0480
H  2.5731  -2.7518  -5.9387
H  0.4097  -3.5189  -5.0141
H  -0.6936  -2.2284  -3.2247
H  -2.9681  0.8795  -1.5502
H  -4.7249  1.7205  -3.0537
H  -4.2110  2.1399  -5.4414
H  -1.9284  1.7264  -6.3012
H  -0.1764  0.8815  -4.8019


(3)
Entry from OMol25: a molecular structure, C32H27F3IrN2O5S4 in a non-equilibrium geometry (wB97M-V/def2-TZVPD).

HOMO-LUMO gap	6.433	eV
total charge	-1
HOMO level	-4.239	eV

Cartesian coordinates (Å):
Ir  -0.3285  -0.9870  -0.4424
C  -2.2965  5.2157  4.0777
C  -2.2638  4.2415  2.9372
C  -2.0330  2.8930  3.1883
C  -2.0867  1.9632  2.1655
C  -2.3276  2.3827  0.8735
C  -2.5317  3.7211  0.5997
C  -2.5045  4.6466  1.6296
S  -2.4741  1.2091  -0.4785
O  -1.3303  1.3593  -1.3563
O  -3.7594  1.4815  -1.0849
N  -2.3334  -0.2648  0.1277
C  -3.1294  -0.8718  1.0181
C  -4.4185  -0.4761  1.3582
C  -5.1734  -1.2371  2.2463
C  -4.6720  -2.3775  2.8267
C  -3.3569  -2.7908  2.5504
C  -2.7452  -3.9103  3.1492
C  -1.4413  -4.2028  2.8557
C  -0.7434  -3.3824  1.9588
N  -1.2919  -2.3499  1.3680
C  -2.5698  -2.0319  1.6478
H  -1.4389  5.0696  4.7313
H  -3.2024  5.0517  4.6622
H  -2.2981  6.2428  3.7221
H  -1.8135  2.5669  4.1955
H  -1.9261  0.9155  2.3616
H  -2.7148  4.0228  -0.4192
H  -2.6647  5.6956  1.4175
H  -4.8315  0.4070  0.8934
H  -6.1809  -0.9168  2.4801
H  -5.2731  -2.9747  3.4965
H  -3.3123  -4.5124  3.8456
H  -0.9373  -5.0415  3.3119
H  0.2938  -3.5907  1.7379
S  -0.7689  -2.9901  -1.8665
C  0.5566  -4.0497  -1.4845
C  0.4821  -5.3498  -1.9994
C  1.4831  -6.2698  -1.7961
C  2.6206  -5.8975  -1.0828
C  2.7060  -4.6358  -0.5440
C  1.6791  -3.6968  -0.7038
S  1.8827  -2.1747  0.1086
H  -0.4009  -5.6049  -2.5643
H  1.3967  -7.2700  -2.1985
H  3.4282  -6.6008  -0.9390
H  3.5751  -4.3316  0.0194
C  5.1348  2.7515  -6.4439
C  4.3771  2.1475  -5.2988
C  5.0468  1.3908  -4.3439
C  4.3725  0.8962  -3.2433
C  3.0269  1.1729  -3.0804
C  2.3313  1.8702  -4.0535
C  3.0077  2.3521  -5.1597
S  2.2161  0.5922  -1.5522
C  1.5853  2.2260  -1.0407
O  1.0486  -0.1519  -2.0990
H  6.1583  2.9666  -6.1433
H  4.6630  3.6744  -6.7742
H  5.1717  2.0694  -7.2935
H  6.1087  1.2154  -4.4442
H  4.8791  0.3195  -2.4858
H  1.2738  2.0474  -3.9255
H  2.4775  2.9237  -5.9094
H  0.5142  2.1962  -1.2176
H  2.0725  3.0295  -1.5812
H  1.7683  2.3264  0.0236
F  -0.3209  -0.4799  3.6602
C  0.8462  0.1946  3.5744
F  1.8189  -0.7324  3.6700
F  0.9184  0.9262  4.7084
C  0.9674  1.0795  2.2391
O  1.5044  2.1642  2.3797
O  0.5020  0.5357  1.2327